[1]
{"formula": "C10H16N2O3Ti", "method": "ωB97M-V/def2-TZVPD", "charge": 2, "de_lowest_kj_mol": 55.3, "elements": ["Ti", "O", "O", "O", "N", "N", "C", "C", "C", "C", "C", "C", "C", "C", "C", "C", "H", "H", "H", "H", "H", "H", "H", "H", "H", "H", "H", "H", "H", "H", "H", "H"], "positions_angstrom": [[4.57366, -0.95348, 11.97173], [2.97233, 0.17688, 11.66156], [3.67608, -2.62748, 11.73532], [4.99978, -1.96683, 13.33135], [4.45826, -3.04967, 12.63460], [4.63271, 0.68387, 13.29348], [5.63404, 0.69773, 14.19331], [3.95234, 1.82764, 12.99827], [5.77619, -1.01340, 8.30688], [6.21103, -0.73835, 10.78817], [5.95967, 1.83923, 14.89388], [5.97840, 0.01186, 9.47931], [6.96874, 1.14885, 9.23201], [5.12280, 2.96564, 14.78559], [4.07085, 2.93100, 13.85943], [3.01247, 1.67085, 11.83773], [5.02637, 0.52949, 9.42652], [3.44530, 3.74860, 13.63876], [6.70795, -1.24713, 7.84300], [5.28336, 3.80753, 15.47259], [1.97568, 1.94438, 11.99036], [7.00919, 1.80963, 10.06955], [5.30294, -1.88111, 8.74838], [6.70556, 1.84395, 8.39091], [6.23767, -0.22365, 14.28282], [3.40062, 2.12174, 10.86242], [2.30225, -0.10694, 11.05287], [6.78275, -0.25586, 11.66958], [6.83197, 1.73337, 15.47066], [5.04602, -0.62536, 7.57020], [8.04974, 0.91272, 9.10356], [6.55412, -1.81468, 10.63852]], "atomic_forces_ev_per_a": [[0.96, 4.66, -2.61], [0.19, 0.88, -0.19], [0.58, -1.71, 1.14], [-0.01, -4.11, 1.11], [-0.44, 0.97, 0.38], [0.58, 0.41, -0.96], [0.26, 0.07, -0.24], [0.12, -0.47, 1.85], [-0.79, 1.09, 0.76], [-0.10, -0.85, 1.30], [-1.24, -0.18, -0.80], [0.14, -0.16, -1.20], [1.20, 0.81, -0.90], [0.10, -0.59, 0.40], [1.05, -1.15, -1.14], [0.32, -0.53, -1.26], [-0.69, 0.28, 0.82], [-0.59, 1.07, 0.20], [0.54, -0.40, -0.37], [-0.15, -0.22, -0.59], [0.01, 0.44, 0.28], [-0.27, 0.50, 0.95], [0.06, -0.58, -0.19], [-0.07, -1.06, 0.47], [-0.50, 0.62, 0.17], [-0.44, -0.51, 1.35], [-1.04, 0.00, -0.74], [-0.32, -0.39, -1.39], [0.78, 0.55, 1.05], [0.68, -0.06, 0.24], [-0.85, -0.58, -0.16], [-0.06, 1.19, 0.24]], "mulliken_charge": [0.947, -0.398, -0.243, -0.339, 0.308, 0.064, 0.025, 0.442, -1.418, -0.827, -0.759, 1.143, -1.652, -0.233, -0.877, -0.321, -0.059, 0.482, 0.387, 0.443, 0.436, 0.431, 0.385, 0.383, 0.480, 0.283, 0.333, 0.406, 0.472, 0.351, 0.385, 0.541]}

[2]
{"formula": "C15H23NO3", "method": "ωB97M-V/def2-TZVPD", "de_lowest_kj_mol": 198.2, "elements": ["O", "O", "O", "N", "C", "C", "C", "C", "C", "C", "C", "C", "C", "C", "C", "C", "C", "C", "C", "H", "H", "H", "H", "H", "H", "H", "H", "H", "H", "H", "H", "H", "H", "H", "H", "H", "H", "H", "H", "H", "H", "H"], "positions_angstrom": [[2.54355, -0.47563, -1.80697], [-1.86313, 0.41369, 1.75666], [-1.41586, -0.30690, -2.83146], [-1.35881, -1.10865, -0.72144], [2.03648, -0.83313, -3.08235], [-2.84092, 0.73631, -1.20126], [-0.08352, -0.55722, 2.91224], [1.49091, 1.68902, 2.61687], [1.58862, -0.36222, -0.78547], [1.19478, -0.53830, 3.43134], [0.20898, 1.68216, 2.09071], [1.99075, 0.58656, 3.28352], [-0.31929, -2.08154, -0.96393], [-1.79766, -0.26712, -1.67836], [1.00596, -1.69917, -0.29578], [-2.54060, 1.53494, 1.22460], [3.05930, -0.43053, -4.13433], [-2.25838, 1.80224, -0.25780], [-0.58758, 0.55424, 2.23556], [-3.23990, 1.21676, -2.09499], [-0.20719, -2.14817, -2.04744], [0.77130, 0.30137, -1.10534], [-0.64851, -3.05345, -0.58033], [2.70572, -0.71531, -5.12132], [-3.60288, 1.30441, 1.35634], [-2.70282, 2.77075, -0.49353], [2.10229, 2.57080, 2.49573], [-1.18187, 1.88424, -0.42040], [-2.31108, 2.42753, 1.81821], [1.86691, -1.91905, -3.13017], [1.73996, -2.48467, -0.48031], [-0.14756, 2.55837, 1.57286], [3.21746, 0.64404, -4.10746], [-0.71905, -1.42261, 3.02516], [1.57122, -1.40512, 3.95352], [2.99151, 0.60171, 3.68629], [0.84603, -1.63297, 0.78201], [1.08019, -0.32516, -3.26529], [2.12296, 0.12115, 0.03764], [-1.64623, -0.95264, 0.23500], [4.00708, -0.92359, -3.93576], [-3.65321, 0.19978, -0.70779]], "atomic_forces_ev_per_a": [[0.26, -0.01, -0.30], [0.17, -0.26, 0.15], [0.14, 0.09, -0.40], [0.12, -0.20, 0.31], [0.06, 0.07, -0.20], [0.17, 0.11, -0.21], [-0.19, 0.13, -0.04], [0.09, -0.05, 0.08], [-0.10, -0.10, 0.40], [-0.06, -0.02, -0.02], [-0.30, 0.09, -0.16], [0.15, 0.07, 0.02], [0.29, -0.21, -0.04], [-0.56, 0.13, 0.27], [-0.12, 0.27, -0.29], [-0.14, 0.56, -0.25], [-0.23, -0.12, 0.39], [-0.10, -0.25, 0.32], [0.12, -0.18, 0.13], [0.03, -0.13, 0.04], [-0.03, -0.09, 0.13], [0.07, 0.02, 0.05], [0.02, 0.04, -0.13], [0.00, -0.03, -0.13], [0.12, 0.08, -0.01], [0.04, 0.03, 0.02], [0.05, 0.07, -0.02], [0.02, 0.13, 0.00], [-0.03, -0.12, 0.01], [-0.07, 0.09, 0.01], [0.08, -0.05, 0.07], [-0.06, 0.05, -0.07], [0.02, 0.11, -0.03], [-0.08, -0.10, 0.01], [0.02, -0.08, 0.04], [0.09, 0.01, 0.03], [0.06, -0.06, -0.03], [0.04, -0.11, 0.06], [-0.14, -0.01, -0.05], [-0.07, 0.08, -0.13], [0.12, -0.05, -0.04], [-0.07, 0.00, 0.00]], "mulliken_charge": [-0.469, -0.573, -0.646, -0.001, 0.141, -1.075, -0.466, -0.744, -0.048, -0.231, -0.504, -0.580, -0.964, 0.532, -0.332, -0.974, -1.432, -0.043, 0.950, 0.324, 0.466, 0.287, 0.334, 0.395, 0.462, 0.504, 0.374, 0.075, 0.398, 0.176, 0.452, 0.361, 0.337, 0.381, 0.393, 0.401, 0.068, 0.184, 0.061, 0.270, 0.324, 0.434]}